# 1
# C14H20AlFN2O4S4

C14H20AlFN2O4S4 as an isolated structure (the ωB97M-V functional and the def2-TZVPD basis, the OMol25 dataset).

XYZ file:
```
46
Properties=species:S:1:pos:R:3:forces:R:3
Al 0.414357 -0.382270 0.502311 -0.1 0.0 0.1
C 2.727767 0.858235 2.518254 0.0 0.0 0.0
C 2.823737 -0.580143 2.996010 0.0 0.0 0.0
S 2.049998 -1.757351 1.859954 0.0 0.0 0.0
C 3.316257 -2.149489 0.626925 0.0 0.0 0.0
C 2.594191 -2.708172 -0.593225 0.0 0.0 0.0
S 1.422703 -1.558164 -1.376275 0.0 0.0 0.0
C 2.559896 -0.279939 -2.001612 0.0 0.0 0.0
C 1.771133 0.950639 -2.410948 0.0 0.0 0.0
S 0.721997 1.588923 -1.083188 0.0 0.0 0.0
C 1.786986 2.678652 -0.103913 0.0 0.0 0.0
C 1.144010 2.825937 1.268528 0.0 0.0 0.0
S 0.984269 1.274845 2.203659 0.0 0.0 -0.1
H 3.312278 1.014702 1.611987 0.0 0.0 0.0
H 3.087253 1.536810 3.291765 0.0 0.0 0.0
H 2.302014 -0.720455 3.943078 0.0 0.0 0.0
H 3.862795 -0.870346 3.148675 0.0 0.0 0.0
H 3.966797 -2.919654 1.040322 0.0 0.0 0.0
H 3.920515 -1.273529 0.396796 0.0 0.0 0.0
H 1.996722 -3.584161 -0.336681 0.0 0.0 0.0
H 3.304965 -3.008487 -1.362785 0.0 0.0 0.0
H 3.070320 -0.706552 -2.865179 0.0 0.0 0.0
H 3.298984 -0.040718 -1.237524 0.0 0.0 0.0
H 1.082717 0.727529 -3.226695 0.0 0.0 0.0
H 2.436964 1.743882 -2.749293 0.0 0.0 0.0
H 1.816110 3.654166 -0.588675 0.0 0.0 0.0
H 2.802555 2.288578 -0.053436 0.0 0.0 0.0
H 0.125821 3.210551 1.192515 0.0 0.0 0.0
H 1.710047 3.516468 1.893426 0.0 0.0 0.0
F -6.625412 1.684161 0.062001 0.0 0.0 0.0
C -5.675572 0.915955 -0.445638 0.0 0.0 0.0
C -4.980964 0.074986 0.315695 0.0 -0.1 0.0
N -3.993815 -0.738590 -0.237976 0.1 0.1 -0.1
C -3.136586 -1.566225 0.558254 0.0 -0.1 0.0
C -1.744596 -1.023487 0.656916 0.1 -0.1 -0.1
O -1.390967 0.116044 0.216501 -0.1 0.1 0.1
O -0.778624 -1.726563 1.114743 0.0 0.0 -0.1
C -3.632958 -0.656747 -1.573640 0.0 0.1 0.1
O -2.673520 -1.274202 -2.002977 0.0 0.0 0.0
N -4.412879 0.170981 -2.329162 0.0 0.0 0.0
C -5.434244 1.034486 -1.889406 0.0 0.0 -0.1
O -6.006211 1.767736 -2.642887 0.0 0.0 0.0
H -5.172626 -0.033794 1.373638 0.0 0.0 0.0
H -3.012009 -2.541859 0.083603 -0.1 -0.1 0.1
H -3.548437 -1.744631 1.551505 0.0 0.1 0.0
H -4.194738 0.211266 -3.315946 0.0 0.0 0.0
```
Forces are in eV/Å.

## Properties
- Gap between HOMO and LUMO: 7.754 eV
- Multiplicity: 1
- E_LUMO: -6.10 eV
- Charge: +2

---

# 2
# C4H14N4

C4H14N4 as an isolated structure (the ωB97M-V functional and the def2-TZVPD basis, the OMol25 dataset).

XYZ file:
```
22
Properties=species:S:1:pos:R:3:forces:R:3
C 0.521985 2.564390 1.023083 -0.1 -0.1 0.0
C -0.942773 -0.051334 1.538921 0.2 0.1 0.0
N 0.521252 1.385447 0.162088 0.2 -0.3 0.2
C 0.401194 0.129630 0.862663 -1.0 0.0 -0.6
N 1.497030 -0.448147 1.570186 -0.3 -0.9 -1.3
H 1.369445 1.371182 -0.397433 -0.1 -0.1 0.0
H 2.371958 0.007887 1.302632 -0.2 0.0 -0.2
H 0.760435 3.433856 0.411455 0.0 0.0 0.1
H 1.242129 2.504753 1.849942 0.0 0.0 0.0
H -0.474444 2.712285 1.436580 0.0 0.1 0.0
H -1.036758 0.643254 2.370587 -0.1 0.0 0.1
H -1.744326 0.120323 0.822515 0.0 0.0 0.0
H -1.020575 -1.061240 1.936579 0.0 0.0 0.0
C -1.052438 -1.943954 -2.340691 0.1 0.1 0.1
N -0.059815 -0.889379 -2.278332 2.2 0.4 1.6
N 0.845518 -0.963617 0.025557 2.2 0.8 3.1
H -0.519120 0.003048 -2.106935 0.0 -0.1 -0.1
H 0.494361 -1.883645 0.267016 -0.4 0.2 0.3
H 0.782912 -0.933443 -1.321969 -2.8 0.0 -3.3
H -0.554479 -2.899136 -2.515033 -0.1 -0.1 0.0
H -1.672714 -2.041068 -1.436932 -0.1 -0.1 0.0
H -1.730780 -1.761094 -3.182481 0.0 -0.1 0.1
```
Forces are in eV/Å.

## Properties
- Gap between HOMO and LUMO (spin up / spin down): 8.420 / 8.421 eV
- Multiplicity: 1
- E_LUMO (spin up / spin down): 0.69 / 0.69 eV
- Charge: 0

---

Looking at maximum force for the records above, in order, we have 0.004; 0.084 hartree/bohr.
Looking at DFT total energy for the records above, in order, we have -2890.646365; -379.683490 hartree.
Looking at energy above the lowest of the compared OMol25 structures with the same formula, charge and spin for the records above, in order, we have 0.000; 4.090 eV.